--- w ---
Density functional theory data (ωB97M-V/def2-TZVPD) for a cluster of 2 separate species, C5H8NO2 in total.

The frontier orbital gap is 0.2489 Ha. Its charge is -1. The calculation puts the highest occupied orbital energy at -4.024 eV.

Cartesian coordinates (Å):
H -1.39187 -1.13627 -0.51998
H 0.73438 0.45820 -1.46359
O -0.25052 1.68413 2.57256
H -0.20520 -2.15198 -0.57507
C 0.87803 1.28528 2.39335
C -0.36646 -1.07903 -0.63466
H -0.36720 -1.01311 1.59052
C -0.04067 -0.20415 -1.80954
O 1.86928 1.54711 3.17576
C -0.53236 -0.19766 -3.15090
N 1.11305 0.40966 1.17423
C -0.16411 -0.35460 0.75656
H -1.87323 -0.26464 -2.16049
H -0.45384 0.82501 -3.36639
H -0.86610 0.41261 0.69750
H 1.91681 -0.22056 1.32014

***

--- x ---
Density functional theory data (ωB97M-V/def2-TZVPD) for a cluster of 2 separate species, C5H8NO2 in total.

The frontier orbital gap is 0.3009 Ha. Its charge is -1. The calculation puts the highest occupied orbital energy at -4.026 eV.

Cartesian coordinates (Å):
O 1.00295 0.21456 0.29972
H -3.12486 0.89471 -2.09568
H 3.34687 -0.64067 -0.11422
C -2.36580 1.02882 -1.33064
C -1.81956 -0.25131 0.58790
H -0.99441 2.14992 -2.47834
H 3.02528 -2.20351 0.74499
C 2.90545 -1.11872 0.75871
H -0.63307 2.01567 -0.66332
H -1.84471 -0.22159 1.67753
H 3.40156 -0.71809 1.64818
C 1.39921 -0.81932 0.89439
N -2.64136 0.40985 -0.11652
H -1.09204 -0.90779 0.11835
O 0.71562 -1.62401 1.56474
C -1.28113 1.79149 -1.49577

***

Which is most stable? The ranking, best first, is x, w.

***

--- w ---
Density functional theory data (ωB97M-V/def2-TZVPD) for an isolated molecule of C18H26N2O4S.

The frontier orbital gap is 0.3522 Ha. Its SMILES is Cc1cc(S(=O)(=O)N2CCCC2)ccc1OCC(=O)NC1CCCC1. The calculation puts the highest occupied orbital energy at -9.068 eV.

Cartesian coordinates (Å):
H 1.52936 2.79030 2.86335
H -2.89995 -2.60719 1.39392
C -0.09598 1.38922 0.21237
H 5.20097 2.11769 -1.14432
N 4.63058 -0.97139 -0.28338
H 1.16385 -1.43690 -1.16427
H -1.64039 2.21396 -1.84302
O -1.10258 2.31032 0.16792
C 4.49718 1.34650 -0.83674
C -3.05736 -1.94116 0.54496
N -3.13615 0.55449 0.56641
H 2.90585 0.61468 -2.12994
O 3.82745 -1.46522 2.02197
C -3.79024 -0.66442 1.01736
C 0.84474 1.57951 1.24094
C -5.37925 -2.25666 0.08483
H -2.72550 3.06587 -0.72256
H 2.61396 0.77799 2.15049
C 3.98712 0.52329 -2.03348
H -5.33861 -0.16430 -0.39741
H -2.08398 -1.70313 0.11817
C 2.00031 -0.38682 0.48446
H 4.43976 0.84615 -2.96921
H -0.70241 0.14764 -1.44108
H 3.66725 1.82903 -0.32142
C -2.94915 0.92161 -0.71244
C -5.23220 -0.79069 0.48630
C 4.38423 -0.92937 -1.70714
C -3.99813 -2.59164 -0.46760
C 1.07295 -0.58006 -0.51646
C 5.17891 0.31507 0.08135
C 1.88681 0.67826 1.35982
C 0.02081 0.31094 -0.65832
C 0.69202 2.73922 2.17386
H -3.82586 -3.66191 -0.56615
H -6.17261 -2.40451 -0.64511
H 5.00772 0.48137 1.14278
H 6.25749 0.28899 -0.10145
O -3.40444 0.37460 -1.69300
H -0.23043 2.64557 2.74532
H -3.87373 -2.11731 -1.44054
C -2.08213 2.18866 -0.84044
H 3.62148 -1.66525 -1.95273
H -2.65432 1.10057 1.26438
O 2.97702 -2.79182 0.11668
S 3.37364 -1.52869 0.66394
H -5.59270 -2.87139 0.96156
H 5.31163 -1.20071 -2.22061
H -3.78811 -0.61162 2.10884
H -5.96689 -0.47782 1.22679
H 0.63002 3.66850 1.61002

***

--- x ---
Density functional theory data (ωB97M-V/def2-TZVPD) for an isolated molecule of C18H26N2O4S.

The frontier orbital gap is 0.3472 Ha. Its SMILES is Cc1cc(S(=O)(=O)N2CCCCC2)ccc1OCC(=O)N1CCCC1. The calculation puts the highest occupied orbital energy at -8.935 eV.

Cartesian coordinates (Å):
H -3.62026 -1.03740 -1.09196
H -2.90354 2.72304 -0.87527
H -2.89889 1.18166 -1.78215
C -6.50050 -1.40388 0.54520
H 3.53604 -1.98085 -0.84812
H -5.01258 -2.98297 0.21764
H 1.60787 0.26212 2.15725
H 5.04920 0.38659 -2.04243
H -0.48819 -0.20268 3.26234
H 4.95747 -1.82395 1.26259
C -6.45497 0.03710 0.05072
H 2.83611 -0.45308 -1.42695
S 3.53739 1.31572 0.40372
H -3.68392 -1.02274 0.68074
C 1.75600 1.26881 0.29613
H -1.96495 0.57018 2.65017
O 3.92286 1.77443 1.70623
H 7.08692 -0.99092 -1.74260
H -7.05017 0.17139 -0.85916
N -5.04885 0.26322 -0.25307
C 1.05409 0.66633 1.32499
C 5.06179 -0.75552 1.04262
H -1.49091 -1.01602 2.05478
C -5.36172 -2.05743 -0.23492
H -5.68154 -2.26579 -1.25654
H 5.08694 -0.19636 1.97823
C -1.00146 1.15497 0.18556
H 6.42792 0.57726 0.07352
H -0.79304 2.19723 -1.68654
C 4.95230 -0.68315 -1.85408
C -4.28825 -0.97052 -0.23053
C 3.72080 -0.90779 -0.97566
C -3.11317 1.64912 -0.80902
C -4.60946 1.50168 -0.50798
H 6.12762 -2.27154 -0.98965
H -6.29122 -1.44286 1.61455
O 4.04777 2.02709 -0.73843
H -6.79679 0.76746 0.78625
C -0.28561 1.76151 -0.84107
N 3.86558 -0.33129 0.34394
C 1.09827 1.81700 -0.78271
H -7.46369 -1.87322 0.35981
H 4.81884 -1.19799 -2.80722
O -2.35621 1.04499 0.21731
H 1.67335 2.28894 -1.56336
C -1.11085 -0.04965 2.38596
O -5.35035 2.46600 -0.53520
H 7.19682 -0.86496 0.76215
C 6.20123 -1.19006 -1.13674
C 6.32325 -0.49958 0.21980
C -0.32530 0.59837 1.28915

***

Which is most stable? The ranking, best first, is w, x.

***

--- w ---
Density functional theory data (ωB97M-V/def2-TZVPD) for the ion C3H8N3S with charge +1.

The frontier orbital gap is 0.3790 Ha. Its SMILES is C[N@@H+]1CN(S)C=N1. Its charge is +1. The calculation puts the highest occupied orbital energy at -13.905 eV.

Cartesian coordinates (Å):
H -0.18498 -0.00721 2.21359
C -0.35559 -0.16297 1.07140
H 0.40921 -1.33537 -0.79993
H 1.87187 -0.55524 -1.35471
C 0.84337 -0.39012 -1.02774
N 0.74476 0.44105 0.17839
N -1.60749 0.49792 0.75905
N 0.24595 1.66095 -0.18558
H 1.61647 0.62395 0.76217
C -0.95262 1.79923 -0.01416
H -3.67690 -0.70010 0.11880
H -1.43966 2.73222 -0.25011
S -2.43687 -0.38674 -0.57184
H -0.51610 -1.26435 0.91705
H 0.24244 0.09538 -1.74253

***

--- x ---
Density functional theory data (ωB97M-V/def2-TZVPD) for the ion C3H8N3S with charge +1.

The frontier orbital gap is 0.3794 Ha. Its SMILES is S[C@@H]1NC=[NH+]CN1. Its charge is +1. The calculation puts the highest occupied orbital energy at -13.927 eV.

Cartesian coordinates (Å):
N 1.24475 -0.89939 -0.65376
N 0.41921 0.72475 0.81160
S -2.31554 0.72069 1.37818
C 0.03354 -1.27107 -0.84128
N -1.04138 -0.63273 -0.46697
H 0.30502 0.12757 1.71567
H 1.54966 1.24506 -0.76489
C -0.87533 0.67337 0.22238
C 1.53947 0.36786 -0.00488
H 1.88697 -1.52379 -1.06273
H 2.46950 0.37672 0.65795
H -1.90818 -1.11595 -0.30980
H -0.77100 1.26915 -0.68282
H -2.44072 2.15184 1.28705
H -0.09597 -2.21408 -1.28571

***

--- y ---
Density functional theory data (ωB97M-V/def2-TZVPD) for the ion C3H8N3S with charge +1.

The frontier orbital gap is 0.3821 Ha. Its SMILES is CN(C=[NH2+])/N=C\S. Its charge is +1. The calculation puts the highest occupied orbital energy at -14.116 eV.

Cartesian coordinates (Å):
H 0.03219 -1.95334 1.17340
H 0.98789 -2.90284 0.02258
C -1.65117 0.39335 0.97464
S -2.48012 -0.08993 -0.51819
N -0.39302 0.52007 1.15003
C 1.25973 1.38567 -0.46994
H 0.57892 1.96859 -1.07333
H 1.46878 -0.79225 -1.19378
H -3.55710 0.68197 -0.31278
H 2.04519 1.06531 -1.01076
H -2.09439 0.67499 1.93095
H 1.75096 2.08966 0.20467
N 0.43516 0.33021 0.01172
C 0.78702 -0.91112 -0.28079
N 0.44411 -2.10959 0.26787

***

--- z ---
Density functional theory data (ωB97M-V/def2-TZVPD) for a cluster of 2 separate species, C3H8N3S in total.

The frontier orbital gap (spin up / spin down) is 0.3108 / 0.3109 Ha. Its charge is +1. The calculation puts the highest occupied orbital energy (spin up / spin down) at -13.238 / -13.239 eV.

Cartesian coordinates (Å):
H -2.83426 -1.76401 0.18270
H 2.89912 1.57039 1.52556
H -2.11507 -0.57894 1.34293
H -1.53437 1.38044 -0.37383
H -0.64787 -1.38130 -0.50479
N -1.34721 -0.53556 -0.57090
S 3.92914 -0.56151 -0.07597
H 3.43841 -1.41576 -0.91255
H -3.44746 -0.24797 -0.03682
N -0.87045 0.68539 -0.34806
N 1.40130 0.20090 -0.16921
C 0.35664 1.03677 -0.27535
C 2.56945 0.32492 0.25473
H 0.68741 2.08589 -0.28968
C -2.48478 -0.79964 0.25124

***

Which is most stable? The ranking, best first, is x, y, w, z.

***

--- w ---
Density functional theory data (ωB97M-V/def2-TZVPD) for an isolated molecule of C3H9N3.

The frontier orbital gap is 0.2915 Ha. The calculation puts the highest occupied orbital energy at -6.910 eV.

Cartesian coordinates (Å):
H 2.11624 -1.01365 -1.12326
N -0.28179 1.64848 0.31176
H -1.01443 -2.13714 0.58870
N -0.50068 0.37060 0.36415
H -0.33742 -2.47135 -1.00789
H -1.05423 3.12145 1.39992
H 1.45889 0.60869 -1.46644
C -0.12995 -2.01485 -0.03608
C 1.57570 -0.16939 -0.70995
H -2.02624 2.61988 0.14556
N -1.40753 2.30615 0.90029
C 0.23414 -0.57605 -0.19966
H 0.68650 -2.57412 0.41970
H 2.17215 0.27616 0.09087
H -1.49134 0.00514 0.32230

***

--- x ---
Density functional theory data (ωB97M-V/def2-TZVPD) for an isolated molecule of C3H9N3.

The frontier orbital gap is 0.3457 Ha. Its SMILES is [H]/N=C\C(C)(N)N. The calculation puts the highest occupied orbital energy at -8.917 eV.

Cartesian coordinates (Å):
H 1.52541 1.64351 -0.25407
H 1.08080 -0.57045 1.68970
C -1.21153 -0.58015 0.23501
N 1.29109 -0.75174 0.71244
N 0.28435 -0.88473 -1.34266
C 0.46726 1.36661 -0.23650
H -0.01302 1.74760 -1.14248
H 0.72913 -0.32196 -2.06700
H 0.01457 1.90437 0.60171
C 0.30044 -0.14184 -0.12922
H 1.26957 -1.75946 0.58100
H -1.34562 -1.67029 0.22304
H -1.46366 0.78479 1.57068
H -0.93228 -0.87691 -1.45495
N -1.99650 0.11065 1.01328

***

Which is most stable? The ranking, best first, is x, w.

***

--- w ---
Density functional theory data (ωB97M-V/def2-TZVPD) for a structure of composition C3H9N3.

The frontier orbital gap is 0.3106 Ha. The calculation puts the highest occupied orbital energy at -7.898 eV.

Cartesian coordinates (Å):
H 0.31836 -1.87904 -0.05807
H 2.88865 0.67108 -0.05249
H -0.01501 0.12126 -1.20830
H 1.97898 -1.58671 -0.58320
H -2.74280 -0.78559 0.12469
C -2.54684 0.28651 0.03850
H -2.69887 0.74540 1.01828
C 0.88943 0.21830 -0.10689
H 1.55182 -1.41786 1.13145
N -1.17469 0.51127 -0.40495
N -0.30237 0.61452 0.54053
H 1.88962 2.00234 -0.07747
H -3.22890 0.71512 -0.69493
N 1.99327 1.04494 0.22633
C 1.19935 -1.26153 0.10650

***

--- x ---
Density functional theory data (ωB97M-V/def2-TZVPD) for an isolated molecule of C3H9N3.

The frontier orbital gap is 0.3494 Ha. Its SMILES is C[C@H]1NC1(N)N. The calculation puts the highest occupied orbital energy at -8.445 eV.

Cartesian coordinates (Å):
N -0.09723 -1.54178 0.05325
H 1.28613 0.54206 2.11901
N -1.88905 -0.09836 -0.79540
H -2.15744 -0.73204 -1.54074
H 0.38412 -2.12887 -0.62045
H 2.12491 0.09042 0.57148
C 0.12375 0.76732 0.33960
C 1.42790 0.76779 1.06116
H -0.01301 -1.81466 1.02254
H -0.55118 1.56555 0.65106
H -0.00151 0.98657 -2.02001
H 1.85900 1.77003 1.00660
C -0.48940 -0.26713 -0.51269
N 0.45424 0.36437 -1.36025
H -2.46121 -0.27128 0.02483

***

Which is most stable? The ranking, best first, is x, w.

***

--- w ---
Density functional theory data (ωB97M-V/def2-TZVPD) for a cluster of 2 separate species, C3H9N3 in total.

The frontier orbital gap is 0.3661 Ha. Its SMILES is [H]/N=C/N.C=NC. The calculation puts the highest occupied orbital energy at -8.974 eV.

Cartesian coordinates (Å):
N 1.23955 -2.39661 0.20417
H -2.30727 1.44746 1.90910
N 1.13352 -1.35915 -1.82926
H 0.33245 -1.87167 -1.81650
H -2.07645 1.51337 -0.26882
H -0.65841 1.28524 -1.24437
C -0.98235 1.69918 -0.18786
C 1.73341 -1.53795 -0.55590
C -1.34423 0.79154 1.86768
H 2.59953 -0.89954 -0.31871
H -1.11473 0.45160 2.86830
N -0.44824 0.94722 0.97769
H 1.09070 -0.51522 -2.43150
H 1.50922 -2.31977 1.13326
H -0.70669 2.76429 -0.30727

***

--- x ---
Density functional theory data (ωB97M-V/def2-TZVPD) for an isolated molecule of C3H9N3.

The frontier orbital gap is 0.3476 Ha. Its SMILES is [H]/N=C/N(N)CC. The calculation puts the highest occupied orbital energy at -8.539 eV.

Cartesian coordinates (Å):
H -1.43845 -1.67981 0.10557
H 2.94469 -0.59381 -0.15474
N -0.38481 0.08387 0.12826
H 2.04746 0.72309 -1.02742
C 0.82808 -0.72004 0.05044
H -0.67010 1.85196 0.96931
H 0.85688 -1.35930 0.94975
C 2.11839 0.11536 -0.10860
H 2.33156 0.84943 0.72587
H -3.47919 -0.59695 -0.09201
H 0.72380 -1.39436 -0.83013
C -1.59724 -0.55725 0.05061
N -0.39180 1.49489 0.00470
H -1.17398 1.74028 -0.64844
N -2.71530 0.04265 -0.12316

***

Which is most stable? The ranking, best first, is x, w.